No. 1
Formula: C17H43I2N4O16P4
Source: OMol25
Level of theory: ωB97M-V/def2-TZVPD

The LUMO energy comes out at -4.0 eV. The frontier orbital gap is 8.254 eV. As for the charge: +1.

Last column: Mulliken charge in e.
Geometry (Å):
C  1.999  6.315  2.769  -1.11
C  0.531  5.809  2.425  0.42
I  0.324  4.673  0.565  0.22
C  -0.569  6.087  3.280  -0.74
I  -0.404  7.272  5.098  0.18
N  -1.871  5.511  2.836  0.28
C  -2.974  6.142  2.218  0.07
N  -3.863  5.036  2.018  -0.48
C  -3.268  3.846  2.528  0.18
N  -3.711  2.573  2.556  -0.33
N  -1.975  4.186  3.068  -0.03
H  2.086  7.362  2.314  0.29
H  2.719  5.605  2.246  0.34
H  2.248  6.293  3.874  0.40
H  -3.074  7.230  1.953  0.37
H  -3.835  1.969  1.736  0.28
H  -3.863  2.152  3.481  0.28
H  -1.280  3.578  3.528  0.34
C  0.013  3.077  -5.437  -0.72
O  0.456  1.793  -5.005  -0.32
P  1.349  1.709  -3.677  0.95
O  1.112  2.787  -2.689  -0.58
O  2.857  1.577  -4.186  -0.28
C  3.236  2.085  -5.457  -0.66
O  1.070  0.225  -3.163  -0.31
C  0.155  0.024  -2.096  -0.48
H  -0.049  3.075  -6.526  0.26
H  -0.977  3.277  -5.025  0.25
H  0.700  3.868  -5.130  0.35
H  2.928  3.126  -5.572  0.30
H  2.801  1.472  -6.248  0.27
H  4.322  2.035  -5.535  0.26
H  -0.495  -0.816  -2.347  0.31
H  -0.464  0.903  -1.909  0.38
H  0.717  -0.225  -1.194  0.02
C  5.170  -2.844  1.994  -0.65
O  5.640  -2.070  0.893  -0.33
P  4.772  -2.070  -0.454  1.01
O  3.320  -2.298  -0.270  -0.67
O  5.502  -3.102  -1.429  -0.37
C  6.287  -4.160  -0.902  -0.61
O  5.166  -0.680  -1.125  -0.35
C  4.265  0.413  -0.999  -0.35
H  6.032  -3.210  2.555  0.28
H  4.562  -2.217  2.648  0.23
H  4.580  -3.702  1.666  0.35
H  5.728  -4.732  -0.159  0.30
H  7.203  -3.761  -0.462  0.27
H  6.557  -4.827  -1.720  0.27
H  4.834  1.308  -0.746  0.33
H  3.514  0.244  -0.226  0.12
H  3.770  0.571  -1.958  0.15
C  -1.651  0.042  1.962  -0.70
O  -1.428  -1.304  2.347  -0.08
P  -0.300  -1.588  3.454  0.76
O  -0.068  -0.481  4.409  -0.72
O  0.986  -2.056  2.637  -0.32
C  1.162  -1.643  1.286  -0.29
O  -0.778  -2.968  4.095  -0.30
C  -1.454  -2.950  5.346  -0.72
H  -1.955  0.060  0.912  0.36
H  -2.450  0.466  2.570  0.15
H  -0.750  0.650  2.072  0.39
H  1.065  -0.558  1.195  0.17
H  0.433  -2.145  0.646  0.27
H  2.168  -1.929  0.959  0.25
H  -2.313  -3.620  5.288  0.27
H  -1.804  -1.952  5.614  0.34
H  -0.775  -3.317  6.117  0.26
C  -3.425  -3.527  0.252  -0.58
O  -3.598  -3.883  -1.115  -0.28
P  -4.766  -3.155  -1.937  1.05
O  -5.114  -1.797  -1.466  -0.68
O  -5.979  -4.195  -1.964  -0.40
C  -6.114  -5.170  -0.943  -0.59
O  -4.248  -3.255  -3.442  -0.33
C  -3.645  -2.116  -4.040  -0.60
H  -3.064  -4.400  0.798  0.33
H  -2.683  -2.730  0.329  0.10
H  -4.361  -3.196  0.707  0.36
H  -6.082  -4.711  0.046  0.29
H  -5.326  -5.920  -1.037  0.26
H  -7.078  -5.662  -1.065  0.27
H  -2.748  -2.435  -4.573  0.26
H  -3.367  -1.360  -3.304  0.26
H  -4.344  -1.685  -4.758  0.27

No. 2
Formula: C6H13NO
Source: OMol25
Level of theory: ωB97M-V/def2-TZVPD

The LUMO energy comes out at 1.0 eV. Its structure (SMILES) is CC[C@@H](C)[C@H](N)C=O. The frontier orbital gap is 10.342 eV.

Last column: Mulliken charge in e.
Geometry (Å):
C  0.703  -1.216  -1.832  -1.28
C  -0.394  -1.275  -0.762  -0.83
C  -0.663  -0.045  0.128  0.78
C  -1.509  -0.472  1.358  -1.74
C  0.559  0.718  0.637  0.32
N  0.217  1.870  1.461  -0.65
C  1.550  1.258  -0.416  -0.43
O  1.334  2.235  -1.079  -0.49
H  1.674  -1.566  -1.465  0.28
H  0.871  -0.190  -2.139  0.37
H  0.418  -1.799  -2.697  0.36
H  -0.227  -2.130  -0.098  0.38
H  -1.340  -1.510  -1.244  0.39
H  -1.270  0.668  -0.432  0.18
H  -0.895  -0.569  2.254  0.35
H  -1.941  -1.453  1.167  0.49
H  -2.356  0.191  1.525  0.42
H  1.194  0.050  1.242  0.21
H  -0.689  1.799  1.907  0.26
H  0.259  2.742  0.952  0.23
H  2.504  0.695  -0.467  0.40

No. 3
Formula: C32H25AuBrN4O4S
Source: OMol25
Level of theory: ωB97M-V/def2-TZVPD

The LUMO energy (alpha / beta) comes out at -5.9 / -5.9 eV. The frontier orbital gap (alpha / beta) is 4.768 / 4.795 eV. As for the charge: +1.

Last column: Mulliken charge in e.
Geometry (Å):
Au  -0.101  0.068  0.050  1.55
C  -3.142  5.368  4.962  -1.67
C  -2.650  4.052  4.459  0.97
C  -1.758  3.298  5.221  -0.94
C  -1.312  2.069  4.774  -0.35
C  -1.764  1.597  3.555  0.15
C  -2.672  2.310  2.793  -0.26
C  -3.107  3.541  3.246  -0.78
S  -1.218  0.039  2.905  1.52
O  -0.982  -0.924  3.940  -0.69
O  -2.076  -0.318  1.806  -0.78
N  0.239  0.312  2.100  0.16
C  1.468  0.159  2.602  1.05
C  1.789  0.153  3.964  -0.89
C  3.109  0.038  4.385  -1.09
C  4.148  -0.085  3.488  -1.00
C  3.883  -0.121  2.103  1.13
C  4.880  -0.274  1.118  -0.70
C  4.524  -0.339  -0.207  -0.98
C  3.167  -0.251  -0.544  -0.31
N  2.227  -0.091  0.357  -0.24
C  2.540  -0.011  1.658  0.02
H  -2.391  5.859  5.576  0.40
H  -4.024  5.202  5.581  0.36
H  -3.427  6.022  4.142  0.40
H  -1.409  3.677  6.170  0.44
H  -0.644  1.470  5.370  0.47
H  -3.031  1.888  1.868  0.43
H  -3.794  4.118  2.647  0.37
H  0.991  0.216  4.684  0.45
H  3.319  0.055  5.444  0.45
H  5.168  -0.172  3.829  0.46
H  5.916  -0.344  1.417  0.48
H  5.264  -0.457  -0.983  0.44
H  2.850  -0.301  -1.576  0.47
N  -0.616  0.032  -2.094  -0.37
C  -1.224  -1.183  -2.539  0.41
C  -1.504  -1.429  -3.860  -0.55
C  -2.195  -2.591  -4.237  -0.74
C  -2.605  -3.500  -3.302  -0.92
C  -2.294  -3.306  -1.943  0.62
C  -2.640  -4.221  -0.928  -0.51
C  -2.241  -3.983  0.359  -1.22
C  -1.484  -2.834  0.636  0.02
N  -1.164  -1.965  -0.286  -0.10
C  -1.569  -2.145  -1.561  0.14
H  -1.310  0.774  -1.998  0.43
H  0.076  0.372  -2.759  0.36
H  -1.204  -0.719  -4.618  0.46
H  -2.419  -2.749  -5.279  0.42
H  -3.166  -4.379  -3.580  0.43
H  -3.207  -5.103  -1.186  0.44
H  -2.491  -4.660  1.160  0.44
H  -1.144  -2.630  1.639  0.50
Br  1.753  2.630  -1.415  -0.06
C  1.680  3.020  0.431  0.48
C  2.857  3.024  1.162  -0.32
C  2.820  3.356  2.505  -0.77
C  1.623  3.701  3.111  -0.73
C  0.454  3.706  2.370  -1.18
C  0.478  3.328  1.039  0.54
C  -0.877  3.230  0.286  -0.09
O  -1.612  4.180  0.440  -0.63
O  -1.031  2.176  -0.369  -0.48
H  3.786  2.766  0.679  0.54
H  3.739  3.372  3.071  0.45
H  1.595  3.990  4.150  0.48
H  -0.487  4.007  2.800  1.05

No. 4
Formula: C6H12O
Source: OMol25
Level of theory: ωB97M-V/def2-TZVPD

The LUMO energy comes out at -0.7 eV. The frontier orbital gap is 6.626 eV.

Last column: Mulliken charge in e.
Geometry (Å):
O  -1.670  -0.334  2.005  -0.56
C  -0.967  0.889  2.054  -0.52
C  -0.030  1.147  0.906  -0.56
C  0.379  0.020  0.086  0.86
C  0.522  -1.249  0.684  -1.38
C  0.917  0.183  -1.352  -0.63
C  -0.036  -0.320  -2.432  -1.17
H  -1.753  1.633  2.109  0.34
H  -0.425  0.805  3.000  0.30
H  0.699  1.946  1.084  0.35
H  -0.787  0.239  -0.187  0.17
H  0.409  -2.124  0.085  0.36
H  -0.964  -0.999  1.743  0.38
H  1.357  -1.367  1.371  0.29
H  1.196  1.228  -1.540  0.32
H  1.849  -0.368  -1.413  0.38
H  -0.494  -1.256  -2.137  0.35
H  0.553  -0.510  -3.327  0.37
H  -0.755  0.436  -2.740  0.33

No. 5
Formula: CH2ClN2O2
Source: OMol25
Level of theory: ωB97M-V/def2-TZVPD

The LUMO energy (alpha / beta) comes out at 3.8 / 2.3 eV. The frontier orbital gap (alpha / beta) is 4.902 / 7.871 eV. Its spin multiplicity is 3. As for the charge: -1.

Last column: Mulliken charge in e.
Geometry (Å):
C  -0.120  0.537  -0.762  -0.54
N  0.695  -0.435  -0.179  -0.42
N  0.419  -0.702  1.062  1.02
O  -0.540  -0.186  1.635  -0.56
O  1.182  -1.489  1.568  -0.69
Cl  0.204  0.665  -2.517  -0.28
H  -0.131  1.527  -0.491  0.34
H  -1.710  0.084  -0.314  0.13

No. 6
Formula: C21H44INO7S3
Source: OMol25
Level of theory: ωB97M-V/def2-TZVPD

The LUMO energy comes out at 0.2 eV. The frontier orbital gap is 8.883 eV.

Last column: Mulliken charge in e.
Geometry (Å):
C  0.055  -1.233  3.736  -1.26
C  -0.520  -1.773  2.426  0.07
O  0.054  -1.152  1.304  -0.29
C  -0.626  -0.044  0.826  -0.29
N  -0.370  1.248  1.503  -0.25
C  -0.804  2.283  0.603  0.16
O  -0.830  3.416  0.889  -0.64
C  -1.220  1.565  -0.685  0.32
C  -1.371  2.394  -1.969  -1.62
C  -0.355  3.520  -2.192  -0.30
C  -1.032  4.623  -3.077  -1.15
I  1.353  2.835  -3.344  0.02
C  -0.349  0.310  -0.630  0.87
C  -0.853  -0.840  -1.542  -1.37
C  -0.037  -0.961  -2.837  -0.07
C  0.963  -2.134  -2.796  -0.79
C  2.287  -1.897  -3.498  -0.96
O  2.924  -0.682  -3.107  -0.30
C  3.753  -0.851  -2.051  0.77
C  3.821  0.280  -1.066  -0.73
O  4.427  -1.806  -1.897  -0.60
H  1.087  -1.534  3.866  0.31
H  0.012  -0.152  3.737  0.32
H  -0.537  -1.593  4.575  0.39
H  -0.351  -2.846  2.409  0.35
H  -1.607  -1.644  2.492  -0.01
H  -1.700  -0.270  0.827  0.42
H  -1.088  1.242  2.232  0.05
H  -2.244  1.242  -0.466  0.42
H  -1.328  1.734  -2.832  0.48
H  -2.360  2.837  -1.939  0.58
H  -0.049  4.012  -1.282  0.52
H  -0.435  4.828  -3.952  0.37
H  -1.208  5.530  -2.512  0.28
H  -1.965  4.233  -3.468  0.37
H  0.715  0.393  -0.853  -0.15
H  -1.900  -0.639  -1.745  0.50
H  -0.746  -1.774  -0.997  0.51
H  -0.753  -1.141  -3.637  0.47
H  0.467  -0.032  -3.086  -0.14
H  0.487  -2.951  -3.338  0.39
H  1.098  -2.517  -1.786  0.38
H  2.077  -1.821  -4.561  0.42
H  2.923  -2.769  -3.379  0.41
H  3.450  -0.022  -0.093  0.19
H  4.873  0.499  -0.956  0.33
H  3.345  1.183  -1.422  0.18
C  -5.103  1.503  3.315  -0.80
S  -3.565  2.382  3.010  0.90
O  -2.609  1.994  4.082  -0.69
C  -4.210  4.007  3.423  -1.23
H  -4.922  0.444  3.153  -0.07
H  -5.424  1.669  4.344  0.43
H  -5.864  1.853  2.618  0.39
H  -4.590  4.002  4.445  0.37
H  -5.003  4.269  2.723  0.37
H  -3.396  4.724  3.337  0.36
C  -4.808  -2.600  2.403  -1.08
S  -4.061  -2.628  0.767  0.61
O  -3.893  -1.213  0.334  -0.56
C  -5.505  -3.274  -0.086  -1.08
H  -4.081  -2.187  3.101  0.33
H  -5.702  -1.976  2.388  0.27
H  -5.061  -3.617  2.702  0.45
H  -6.352  -2.604  0.064  0.30
H  -5.735  -4.269  0.295  0.41
H  -5.271  -3.336  -1.147  0.35
C  7.618  -1.982  -1.472  -0.81
S  7.326  -1.557  0.249  0.47
O  6.528  -0.307  0.259  -0.57
C  9.035  -1.120  0.614  -0.98
H  6.664  -2.254  -1.915  0.21
H  8.036  -1.121  -1.995  0.29
H  8.304  -2.829  -1.523  0.41
H  9.360  -0.320  -0.051  0.31
H  9.666  -2.000  0.486  0.38
H  9.086  -0.782  1.647  0.32

- What is the formula in the fourth record?
  C6H12O